[1]
{
  "formula": "C22H12F15NO4V",
  "method": "the ωB97M-V functional and the def2-TZVPD basis",
  "species": ["V", "C", "C", "C", "C", "C", "N", "C", "C", "C", "C", "C", "C", "C", "C", "O", "C", "F", "F", "F", "C", "F", "F", "F", "C", "C", "C", "O", "C", "F", "F", "F", "C", "F", "F", "F", "H", "H", "H", "H", "H", "H", "H", "H", "H", "H", "H", "H", "F", "C", "F", "F", "C", "O", "O"],
  "xyz": [[0.191450, 0.904912, -1.733408], [-5.028116, 0.713121, 2.268940], [-3.637773, 0.531198, 1.726640], [-2.533095, 1.069040, 2.374300], [-1.267936, 0.930605, 1.837798], [-1.061041, 0.238992, 0.644751], [0.212824, 0.158312, 0.065730], [1.254394, -0.468322, 0.704524], [1.043170, -1.159438, 1.913483], [2.060524, -1.801619, 2.585163], [3.356958, -1.801437, 2.091819], [4.480017, -2.506515, 2.800166], [3.573940, -1.147445, 0.887351], [2.571479, -0.502400, 0.170407], [2.909359, 0.210923, -1.149822], [1.878168, 0.245996, -2.065736], [4.045058, -0.491620, -1.952998], [4.193122, 0.081130, -3.156134], [5.276242, -0.458298, -1.392609], [3.738078, -1.775633, -2.156146], [3.343547, 1.656986, -0.818136], [3.479154, 2.420402, -1.911050], [4.513210, 1.694858, -0.150205], [2.426532, 2.244496, -0.035013], [-2.174105, -0.297330, -0.030323], [-3.436772, -0.147443, 0.531049], [-1.916939, -0.988839, -1.382728], [-1.192659, -0.199124, -2.248366], [-3.234982, -1.262846, -2.152096], [-2.996346, -1.741119, -3.378033], [-3.935629, -0.133075, -2.308167], [-4.047609, -2.153801, -1.537665], [-1.166763, -2.357946, -1.156320], [-1.160665, -2.724325, 0.138307], [0.099877, -2.299110, -1.562453], [-1.737247, -3.383489, -1.824265], [-5.006246, 0.948778, 3.332907], [-5.626851, -0.188274, 2.132881], [-5.543614, 1.529733, 1.758271], [-2.665495, 1.616112, 3.300731], [-0.407339, 1.362087, 2.333313], [0.043649, -1.195712, 2.321017], [1.835276, -2.314284, 3.514113], [4.257381, -2.629216, 3.860777], [5.413850, -1.948223, 2.716368], [4.655516, -3.501393, 2.382882], [4.581110, -1.143308, 0.504949], [-4.305668, -0.554919, 0.037448], [-2.766906, 2.727777, -1.228225], [-2.206725, 3.401822, -2.247271], [-2.992997, 4.444691, -2.517385], [-2.222141, 2.592279, -3.326248], [-0.746127, 3.806320, -1.898969], [-0.399797, 4.958371, -1.995579], [-0.016317, 2.787570, -1.620735]],
  "atomic_forces_ev_per_a": [[0.219, -0.408, 0.157], [-0.039, 0.007, 0.021], [0.036, -0.017, -0.016], [-0.018, -0.002, -0.012], [-0.003, -0.017, -0.019], [-0.168, 0.025, 0.007], [0.048, 0.022, -0.074], [0.125, -0.124, 0.039], [0.012, 0.011, -0.042], [0.028, 0.016, -0.014], [-0.007, 0.042, -0.053], [0.035, -0.024, 0.021], [-0.071, -0.010, 0.049], [-0.086, 0.005, 0.040], [0.043, -0.278, -0.026], [0.081, 0.275, 0.037], [0.198, 0.025, -0.113], [-0.056, -0.014, -0.012], [-0.119, -0.047, 0.042], [-0.013, -0.060, 0.042], [0.172, 0.215, 0.100], [0.043, -0.058, 0.076], [-0.068, 0.068, -0.002], [-0.010, 0.019, -0.075], [0.072, 0.047, 0.068], [0.017, 0.017, 0.002], [-0.135, 0.098, 0.083], [-0.211, 0.012, -0.179], [-0.088, -0.156, -0.071], [0.015, 0.040, 0.008], [-0.008, 0.053, 0.010], [0.055, 0.071, 0.040], [0.147, -0.244, 0.070], [-0.047, 0.039, -0.043], [-0.079, 0.003, 0.014], [0.039, 0.018, -0.014], [-0.009, 0.004, 0.016], [-0.010, -0.007, -0.002], [-0.009, 0.006, 0.000], [-0.009, 0.008, 0.019], [0.016, -0.003, -0.002], [-0.021, -0.001, -0.001], [-0.001, -0.019, 0.021], [0.004, -0.007, 0.015], [0.006, -0.002, 0.001], [0.009, -0.016, 0.004], [0.093, 0.005, -0.056], [-0.024, -0.017, -0.013], [-0.028, -0.065, -0.009], [-0.112, 0.023, 0.165], [0.092, 0.039, -0.009], [0.043, 0.068, 0.077], [0.142, 0.246, -0.666], [-0.198, -0.094, 0.236], [-0.142, 0.163, 0.046]],
  "mulliken_charge": [0.78, -1.63, 0.54, -0.86, 0.32, 0.28, 0.79, 0.66, -0.57, -1.16, 0.47, -1.70, -0.79, -0.59, 1.93, -1.22, 0.33, -0.27, -0.26, -0.26, 0.53, -0.29, -0.29, -0.24, -1.15, -1.02, 2.51, -0.92, 0.25, -0.29, -0.19, -0.29, 0.52, -0.27, -0.22, -0.34, 0.41, 0.38, 0.26, 0.34, 0.60, 0.39, 0.36, 0.39, 0.37, 0.29, 0.59, 0.47, -0.23, 0.80, -0.30, -0.24, 0.23, -0.63, -0.58],
  "e_above_lowest_kj_mol": 0.0,
  "charge": -1,
  "orbital_gap_ev": [7.245, 7.589],
  "s_squared": 2.009,
  "multiplicity": 3
}

=====

[2]
{
  "formula": "C22H13F5N5O3OsS",
  "method": "the ωB97M-V functional and the def2-TZVPD basis",
  "species": ["Os", "O", "N", "N", "O", "C", "C", "C", "C", "C", "C", "H", "H", "H", "H", "H", "N", "C", "C", "C", "C", "C", "C", "C", "C", "C", "H", "H", "H", "H", "F", "C", "C", "F", "C", "F", "C", "S", "C", "F", "C", "F", "N", "C", "N", "O", "H", "H", "H", "H"],
  "xyz": [[0.717388, -1.282423, -1.087852], [2.680278, -1.015748, -0.616659], [3.098222, -1.146398, 0.603221], [2.194088, -1.478996, 1.412001], [0.951469, -1.653840, 1.032495], [2.508679, -1.669092, 2.809643], [1.454477, -1.735187, 3.703335], [1.745874, -1.911138, 5.047516], [3.062069, -2.018634, 5.470193], [4.100777, -1.953617, 4.550081], [3.834434, -1.779413, 3.203092], [0.437076, -1.649669, 3.352723], [0.937786, -1.962863, 5.763974], [3.281630, -2.155764, 6.520234], [5.126206, -2.044009, 4.880696], [4.632437, -1.733018, 2.477416], [-0.959769, 8.472993, -1.269017], [-0.769334, 7.340798, -1.249252], [-0.531768, 5.923317, -1.225011], [-0.145011, 5.309916, -0.033438], [0.085122, 3.950167, -0.009587], [-0.074795, 3.194717, -1.178950], [-0.464877, 3.818092, -2.371940], [-0.690179, 5.178607, -2.394068], [0.155631, 1.798380, -1.153032], [0.356658, 0.583237, -1.129684], [-0.028445, 5.903660, 0.862120], [0.385266, 3.460874, 0.906556], [-0.584309, 3.228385, -3.270136], [-0.988289, 5.672408, -3.308115], [-5.785484, 1.526640, -0.112384], [-4.779779, 0.732701, -0.435879], [-3.684267, 0.625114, 0.404757], [-3.651473, 1.306546, 1.544812], [-2.632404, -0.203771, 0.061902], [-1.631260, -0.326899, 0.932962], [-2.637921, -0.931589, -1.122461], [-1.367793, -2.043909, -1.617972], [-3.760584, -0.822690, -1.938439], [-3.818037, -1.508940, -3.078238], [-4.822544, -0.001579, -1.610782], [-5.871319, 0.093008, -2.416862], [0.883740, -3.699500, -3.811873], [1.083385, -4.064409, -2.543864], [1.014858, -5.351418, -2.205616], [1.364281, -3.213555, -1.648158], [0.649088, -4.358960, -4.532946], [0.958876, -2.727557, -4.057570], [0.831609, -6.081372, -2.871089], [1.148213, -5.593600, -1.238831]],
  "atomic_forces_ev_per_a": [[0.401, 0.155, 0.031], [0.038, 0.045, 0.002], [-0.009, -0.034, 0.027], [-0.009, 0.032, -0.033], [-0.004, -0.146, -0.006], [0.009, -0.004, -0.016], [0.012, 0.000, 0.011], [-0.003, 0.002, 0.001], [-0.005, 0.003, 0.009], [0.010, 0.002, -0.010], [-0.021, -0.005, 0.029], [0.002, 0.003, -0.001], [0.002, 0.000, 0.001], [0.000, -0.003, -0.001], [0.000, 0.002, 0.000], [-0.002, 0.003, -0.006], [0.001, -0.006, 0.000], [-0.005, 0.017, -0.001], [0.005, -0.004, -0.003], [-0.007, -0.005, -0.004], [-0.007, 0.006, 0.000], [-0.014, -0.003, 0.016], [-0.009, 0.011, 0.008], [0.003, -0.007, 0.007], [0.027, -0.021, -0.027], [-0.272, -0.005, -0.085], [0.002, 0.002, -0.002], [0.002, -0.004, -0.002], [-0.001, -0.004, 0.002], [-0.002, 0.002, 0.002], [-0.023, 0.010, 0.002], [0.002, -0.018, -0.016], [0.013, 0.011, -0.013], [0.001, 0.002, -0.006], [-0.058, -0.090, 0.068], [0.081, -0.004, -0.029], [-0.004, 0.113, -0.122], [-0.096, -0.091, 0.167], [0.046, 0.062, -0.035], [0.002, 0.000, -0.006], [-0.013, 0.017, 0.013], [0.003, 0.008, 0.006], [-0.017, -0.004, 0.009], [0.013, 0.027, -0.009], [-0.005, 0.000, 0.001], [-0.093, -0.078, 0.028], [-0.007, 0.002, 0.001], [-0.007, 0.000, -0.004], [0.017, -0.001, -0.004], [0.001, -0.003, 0.000]],
  "mulliken_charge": [1.53, -0.52, -0.27, 0.99, -0.77, 0.41, -0.38, -0.51, -0.51, -0.53, -0.40, 0.47, 0.38, 0.39, 0.38, 0.47, -0.43, -0.11, 0.65, -0.65, -0.53, 0.33, -0.54, -0.63, 2.15, -2.16, 0.47, 0.49, 0.48, 0.47, -0.27, 0.58, -0.07, -0.30, 0.08, -0.19, 0.46, -0.49, 0.17, -0.31, 0.26, -0.27, -0.32, 0.83, -0.41, -0.70, 0.19, 0.21, 0.18, 0.24],
  "e_above_lowest_kj_mol": 17.3,
  "charge": 1,
  "orbital_gap_ev": [8.648, 6.022],
  "s_squared": 6.070,
  "multiplicity": 5
}

=====

Which formula does entry 2 have?
C22H13F5N5O3OsS